The following is a DFT calculation (wB97M-V/def2-TZVPD) of a 12-piece molecular cluster, C83H188N12O12 overall at a distorted geometry.

Values from the calculation:
HOMO-LUMO gap (spin up / spin down)   6.21 / 2.23 eV
2S+1   2
Lowest unoccupied orbital energy (spin up / spin down)   -2.553 / -6.529 eV
⟨S²⟩   0.7541
Total charge   +1
Calculated total energy   -4834.2801 a.u.

The geometry in XYZ format:
```
295
Properties=species:S:1:pos:R:3:forces:R:3
C 10.9213 1.2656 4.2837 -1.611 0.266 0.669
C 6.0235 -2.6892 3.8147 1.028 0.913 0.065
H 2.1290 4.9817 -0.9394 0.027 0.278 -0.166
H 5.8015 2.2400 -3.0807 -0.762 0.028 -0.173
H -2.2075 -5.4592 9.3709 0.086 -0.054 0.128
C 9.8459 -3.5341 4.2955 1.255 -0.754 1.154
H -1.4747 -4.9719 -3.3482 0.161 0.251 0.187
C 4.4653 -5.0249 -3.2905 -1.657 0.633 0.068
H 6.5124 3.6052 5.7442 0.225 0.083 0.044
N 0.9665 -0.2480 2.0173 1.224 -3.638 -2.700
C 5.4350 2.2115 -2.0545 -1.591 0.166 0.369
N -1.8117 1.3063 5.1881 -0.625 -0.716 0.190
C 5.3554 -7.3113 2.0214 0.669 -0.781 0.290
H 5.6017 3.8398 4.2866 -0.049 -0.697 -0.217
C 4.0176 2.7398 8.9315 -0.511 -1.317 -2.494
C 2.2529 3.0504 7.0976 1.055 0.518 0.366
C -0.6074 -3.3785 6.0946 2.049 -0.684 -0.268
H 11.4126 1.4580 5.2375 0.003 0.464 -0.092
N 3.2931 -8.7172 2.5311 -0.501 3.114 -0.456
H 1.2847 -2.3803 3.9832 -0.045 0.073 0.246
H 6.1356 2.8562 -1.5239 -0.273 0.165 0.525
H -2.0724 3.0144 -2.4694 -0.111 0.275 0.508
C 2.8835 0.5660 7.7944 0.288 1.630 0.607
C -2.5547 1.2384 -3.5282 1.075 1.778 0.685
H -0.4611 -5.2154 -0.7050 -0.186 0.473 0.112
C 1.1164 3.3742 8.0281 -1.563 -0.291 0.825
H 0.4410 -3.5206 6.3567 0.280 -0.716 0.990
C -6.7273 -2.8732 -0.2341 2.273 -0.428 0.793
H 9.2994 4.3637 4.5787 -0.395 -0.273 -0.332
H -7.8885 0.2654 -3.9343 0.020 0.152 0.155
H -3.1265 -2.9414 5.8495 0.561 -0.223 -0.355
H -1.4052 -0.7238 -0.4728 0.815 -0.739 -0.069
C 3.3112 0.0468 2.6750 -0.227 0.309 -0.285
N 2.3914 1.5878 6.7874 0.440 -0.222 0.392
H 11.6750 1.1986 3.4991 -0.352 0.075 -0.055
H -3.6798 -2.9156 7.4067 0.189 0.664 0.729
H 1.4258 2.0771 -1.2274 0.355 -0.249 -0.412
C -7.8072 -1.8884 -0.2496 -2.248 1.783 -2.258
C 3.1486 -6.2382 2.4660 -0.779 -0.223 0.977
H 6.1158 1.1610 5.9243 0.140 0.625 0.007
C 3.5327 -7.2819 0.4121 0.377 -1.759 -0.124
H 2.5453 -7.4418 5.5936 0.073 -0.135 0.178
O -0.9278 2.6426 -4.7932 0.976 -0.471 1.308
O 1.1566 1.1086 6.2415 0.455 0.393 0.150
H 0.9931 4.4292 8.2724 0.232 0.186 -0.457
C 9.5199 2.2692 2.4426 -1.196 0.581 -1.285
H -0.3670 -3.2246 0.4703 -0.884 0.874 -0.196
H 4.7490 -3.5213 -0.3382 -0.003 -0.765 0.125
H 6.3086 0.1742 4.5414 -0.026 -0.019 -0.455
H 4.1990 -0.4897 6.3284 -0.383 0.230 -0.206
C 8.3532 -5.2862 5.4956 0.608 -0.051 -0.575
C -2.9972 2.4663 -2.6497 1.024 -0.314 -0.895
C -2.6432 1.2246 8.6729 -1.030 -0.866 -1.117
C -6.6328 0.6353 -1.7358 0.994 -0.373 0.412
C -4.6931 -1.3976 -0.0418 0.550 -0.124 0.696
H 2.8414 -1.8184 0.6592 -0.160 1.167 -0.259
N -1.4784 -5.9788 -3.2688 0.611 0.229 0.982
H -2.7457 -8.2753 -2.7014 -0.060 0.426 -0.304
O -4.6454 -1.6529 -3.1629 -1.710 -0.389 1.027
C -0.8081 -0.2152 0.2842 -0.423 0.343 0.902
O 4.0453 -4.6779 -1.9493 -0.899 -2.618 -0.576
H -6.5933 -2.9330 0.8460 0.972 -0.643 0.205
H -1.2561 -8.5820 -1.8781 0.552 0.440 -0.363
H 8.0119 2.7685 0.9145 0.405 0.583 -0.019
C 1.9450 2.8916 -0.7224 0.001 -1.007 -0.366
H -7.4212 1.3485 -1.9763 -0.111 -0.278 -0.175
H 1.1713 -3.6457 2.2482 -0.126 -0.504 -0.048
H 3.5618 -2.4765 1.9266 -0.127 -0.518 1.003
H 10.7277 4.1497 3.6452 0.136 -0.346 0.002
H 5.5390 -3.3953 -1.9514 0.543 0.405 0.438
H 2.0256 4.9530 6.1651 0.057 0.068 0.120
H 9.0523 0.8058 5.9672 0.783 -0.687 0.954
C -1.8677 -6.0163 1.3106 1.022 -1.713 -0.615
C 9.7244 2.2771 3.9467 1.627 -1.648 -0.855
H 8.3433 -5.7745 6.4700 -0.629 -0.058 0.018
H 3.1998 0.6556 1.7778 0.697 0.054 -0.125
H 7.8108 -4.1779 1.7718 0.669 0.019 0.321
H -1.6210 1.2378 8.2946 0.146 0.219 0.111
H -5.6961 1.0176 -2.1415 0.162 0.317 0.237
H 2.1293 4.0754 -2.4901 -0.264 0.249 0.013
H 9.4664 -3.7925 6.4440 0.078 0.581 -0.110
H -3.2920 3.1369 3.9869 0.182 -0.260 -0.307
H 0.9025 -0.1687 8.7098 0.023 0.030 -0.757
N -1.9370 -4.8553 7.6095 2.432 -0.455 -1.307
O 0.5094 0.8770 2.6285 -0.676 0.346 1.533
H 2.1056 -6.2752 2.1516 -0.064 0.132 -0.592
H 3.2374 2.7229 9.6925 0.468 0.621 0.350
C -8.1139 -1.3553 -1.7001 0.092 -1.243 0.448
H -4.2694 -1.9966 0.7643 0.084 0.484 0.488
O 8.6482 1.6766 5.9643 -0.823 -0.154 -0.428
H 2.5195 -5.2662 4.2813 -0.093 -0.013 0.102
H 1.3069 -9.7975 3.4936 -0.250 0.461 0.121
H 1.3885 1.1634 5.3116 -0.531 -0.216 -0.466
C 6.9644 2.1968 2.6434 1.390 -0.264 0.008
H -1.4054 -6.2124 4.4669 0.061 -0.753 0.262
C 4.1274 1.2059 8.4702 -0.113 1.686 1.449
C 1.9675 -1.5318 4.0273 -0.122 0.228 -0.981
H 5.7988 -6.7929 1.1712 -0.041 0.320 0.146
H -0.0544 0.4690 -0.1055 -0.271 0.101 -0.436
H 10.2743 2.9166 1.9955 0.328 -0.269 0.203
H -2.8393 -6.0545 0.8180 -0.239 0.836 0.429
H -3.4875 2.1734 -1.7213 0.066 -0.092 -0.088
H 5.1149 -3.2913 3.8080 0.115 -0.047 -0.304
H 1.6539 -9.9586 5.2178 0.229 0.326 0.125
H 4.0428 -6.1604 4.3927 0.319 0.526 0.155
H 3.9612 -2.7163 -1.6583 -0.069 0.562 0.025
H 2.5682 -1.2735 6.6801 -0.111 0.493 -0.852
H -3.4912 -3.4267 -1.6361 -0.276 0.001 -0.210
C 6.5901 3.5685 4.6576 0.865 1.261 0.787
H -4.1181 -4.0752 -0.1231 0.067 0.690 0.505
C -3.7273 1.9208 6.6027 -0.396 -0.367 -1.508
H 4.2231 -9.1320 5.8447 0.143 0.359 0.034
H -1.6040 -3.9844 4.2881 -0.121 -0.061 -0.200
H 3.9484 3.3007 0.0105 0.127 0.206 0.346
H -0.7913 -2.1818 3.1324 0.251 -0.857 -0.498
C -0.9452 -2.7848 8.5238 0.249 0.593 0.262
O 8.8594 -1.8787 2.9406 -0.715 -0.287 -0.375
H -1.9796 0.2532 -1.8480 0.022 0.101 -0.077
H 2.0505 -3.9666 0.7212 -0.536 -0.035 -0.263
H 4.0983 -7.1031 -1.8631 0.092 0.044 -0.067
H 6.8190 -3.9421 6.0421 -0.018 0.583 -0.126
H 10.6113 -1.8100 5.5244 -0.421 -0.330 0.437
H 1.2254 2.7716 -4.6737 -0.261 0.111 0.831
N 8.5849 -2.8152 3.9733 -0.208 -0.474 1.646
H 9.6647 1.2862 1.9943 -0.206 -0.189 0.175
H 0.1941 -6.6753 -1.2365 -0.098 -0.636 0.235
H 0.1719 3.0256 7.6102 -0.081 0.112 -0.279
H -2.9060 2.1454 9.1936 -0.055 0.240 -0.305
H 2.9429 -1.8842 4.3628 -0.003 -0.048 0.203
H -1.8290 2.8140 6.6152 0.324 0.389 0.279
O -3.5630 0.8896 7.5593 1.732 0.900 1.652
H -3.2905 1.2136 -4.3320 0.263 -0.788 -0.158
H 1.9935 3.4097 1.1621 -0.319 0.314 0.767
H -1.6800 3.7890 4.3120 0.094 -0.125 0.149
N 1.3011 2.9380 0.5980 1.032 -0.287 0.169
H 3.8526 -6.2838 0.1130 -0.298 -0.018 -0.076
C 1.9140 0.1221 8.9935 -0.312 0.154 -1.411
H -1.0297 1.6066 4.6238 0.231 -0.175 0.185
C 7.2695 -3.5767 3.8684 0.388 -1.597 -0.061
H 1.1109 2.9081 9.0134 0.586 -0.327 -0.020
H -7.6463 -1.0137 0.3805 0.665 0.054 0.061
N 4.3117 -7.3478 -2.8194 -0.651 -1.169 -0.334
H 5.1300 1.5116 4.4998 -0.057 -0.255 0.094
H -1.0059 0.6430 -4.8793 0.486 -0.620 0.244
H 8.1379 3.9350 2.3374 0.134 0.240 -0.646
H 3.6041 -5.3060 2.1321 0.111 -0.088 -0.470
H 11.9239 -2.8722 5.0502 -0.384 -0.821 0.197
C -2.7771 -2.6723 6.8463 -0.655 0.154 -0.305
H -0.6014 -1.7906 8.2382 -0.295 0.266 -0.155
H -3.5804 -6.8091 5.3162 0.363 -0.030 -0.460
H -2.4822 -1.6256 6.7720 -0.659 0.241 0.369
H 0.1337 -4.2559 4.3199 -0.036 -0.121 -0.278
C 2.5641 -2.1210 1.6690 0.417 0.067 -1.273
H 2.9659 3.8656 5.1915 -0.043 -0.297 -0.193
H 10.4289 -5.0500 5.7918 0.369 0.169 -0.421
H 3.3872 4.6148 8.0956 -0.455 0.084 0.100
C -0.7809 -4.3422 4.9066 -0.458 2.397 0.588
C -3.4332 -5.9064 5.9091 -1.541 -0.703 -0.364
H 2.5073 -10.8718 3.9883 0.450 -0.017 0.295
H 1.7444 -7.1504 -4.1258 0.154 0.091 -0.202
N -2.5224 0.0696 -2.6797 -0.763 -0.470 -0.199
C -0.1253 -1.0819 1.3542 -0.639 -1.355 0.586
H 7.3959 -5.5885 2.8077 0.423 0.245 0.180
H -1.6835 -2.6617 9.3161 0.012 -0.063 0.034
C 2.1997 -6.2314 -3.7566 1.473 -0.333 0.445
H -3.6404 3.1448 -3.2100 -0.041 -0.118 0.054
H -2.7364 0.4147 9.3964 -0.029 -0.070 -0.171
H -2.1842 -6.2669 -3.9313 -0.172 -0.398 0.205
C -6.8335 -0.7646 -2.3552 -0.786 0.615 -0.470
C 3.5637 3.6006 7.7373 -0.554 -0.520 0.685
C 4.6036 -3.5634 -1.4177 0.548 1.929 -0.918
C 8.1683 2.9042 1.9846 -0.173 -1.248 1.126
H 4.8748 -9.9748 4.4665 -0.202 -0.164 -0.159
H -0.0376 -3.2219 8.9400 -0.144 -0.681 -0.140
C -1.0079 -5.7116 5.3497 -0.880 -1.194 1.134
H -4.9974 -4.4578 -1.4623 0.246 0.037 -0.918
H 5.9422 -2.0180 4.6697 0.161 -0.132 0.375
C 2.0865 3.9165 5.8335 -0.225 -0.084 0.079
H -2.6242 -8.2612 -0.9946 -0.211 0.540 0.236
C 7.2269 -4.5276 2.6232 -0.540 0.634 -0.602
C 3.3931 -0.6599 7.0423 -0.881 -1.055 0.925
H 4.1580 -8.0063 -0.1098 -0.256 -0.111 -0.525
H 0.8289 -2.1245 -0.3098 -0.452 0.008 -0.457
C 2.1663 -0.9402 2.5974 -1.337 -0.562 0.588
H 6.2615 -5.1876 4.9993 -0.095 0.059 -0.409
H 5.1866 -8.2901 4.5240 -0.017 0.242 0.563
C 2.1066 -9.8870 4.2288 0.111 -0.469 -0.439
H 11.1802 -1.8648 3.9287 0.004 0.043 -0.395
H -3.1476 4.4318 5.0585 0.252 0.036 0.597
C -2.4704 2.4074 5.8332 0.160 1.064 0.441
C 0.3717 2.8334 -5.3486 -0.110 -0.158 -0.191
H -3.6486 -5.0469 5.2742 -0.069 0.040 0.176
H -4.3616 1.3842 5.8970 -0.224 0.413 -0.384
H 5.5550 -5.0440 -3.3018 0.139 -0.316 -0.185
H 6.9049 1.1719 2.2772 -0.087 -0.124 0.022
H 0.4000 3.8244 -5.8014 -0.157 -0.170 -0.122
C -4.4039 -3.6293 -1.0758 -1.283 -0.060 -0.104
C 3.0414 -6.1685 3.9625 0.945 -0.908 0.471
H 6.1118 -2.0230 2.9565 -0.400 -0.165 -0.361
C -0.7353 -6.2609 -0.8459 1.116 1.106 1.181
C -7.0776 -0.4584 -3.8524 -0.518 -0.598 -0.246
H 1.6006 -0.7654 4.7099 -0.059 -0.225 0.005
H -6.9629 -3.8875 -0.5563 -0.384 0.216 -0.398
C 10.4606 -4.4058 3.1399 -0.911 0.517 0.615
H 10.4270 0.3084 4.4500 0.374 -0.498 -0.513
C -2.1142 -7.9099 -1.8916 -0.479 -1.210 0.048
H 4.3442 3.7941 7.0015 0.257 -0.716 -0.239
H -7.4284 -1.3164 -4.4259 0.130 -0.356 0.204
H 2.4773 -7.4877 0.2337 0.019 0.185 -0.240
N 8.4882 1.8466 4.6504 -0.646 2.106 -1.232
H 2.3118 -0.7959 9.4261 0.295 0.318 0.348
C -1.8119 -6.4067 -1.8862 -1.338 -1.957 -0.323
H -4.2820 2.7758 6.9890 0.046 0.166 0.327
C 3.8677 -7.4715 1.8744 -1.020 0.721 0.913
C 6.1213 1.2070 4.8353 0.057 -0.690 -0.161
C -5.3632 -2.4006 -0.9272 -1.087 -0.092 0.039
H 10.6230 3.6520 5.3389 0.198 -0.223 -0.059
H 5.8027 -8.3052 2.0129 0.199 -0.066 0.140
H 0.4440 1.4882 1.8911 0.375 0.798 -0.275
N -5.7462 -1.7724 -2.2131 -0.086 -0.984 -1.156
H -3.8676 -0.9287 -0.5774 -0.022 0.228 0.050
H 9.8790 -5.3241 3.0585 -0.155 0.156 -0.455
H 0.4825 3.5269 0.5410 -0.075 0.227 0.059
H 8.9076 -1.0708 3.4570 -0.029 0.173 -0.242
H 1.6998 0.9018 9.7244 0.705 0.002 0.156
H -1.6359 -0.8304 3.0330 -0.177 0.934 -0.702
H -1.5314 0.7149 5.9573 0.584 -0.563 -0.415
H 5.0653 1.1061 7.9239 -0.130 -0.336 -0.239
C 10.0997 3.6500 4.3828 0.196 2.060 1.479
H -0.0692 -6.1738 5.6550 -0.005 -0.101 0.083
C 3.7818 -6.3490 -3.7212 0.020 1.236 0.917
C 3.1405 -8.7448 3.9984 -1.241 -0.869 0.144
H -2.5905 -7.4408 7.8889 0.160 0.352 0.583
H -2.0078 -2.0505 1.7992 0.009 -0.145 0.163
H 11.4820 -4.7438 3.3143 0.060 0.405 0.301
C -1.2034 -1.5543 2.3422 0.170 0.117 1.134
H -5.3959 -0.6562 0.3384 0.325 -0.007 0.080
H 5.4922 1.1840 -1.6952 0.179 -0.042 0.115
C 9.5936 -4.3949 5.5445 -0.839 -0.457 0.281
O 3.7196 -9.9272 1.9696 0.291 0.196 0.162
H -8.7379 -2.2495 0.1881 -0.039 -0.538 -0.148
H 3.2739 0.7199 3.5315 -0.355 -0.003 0.150
H 4.2402 -0.5154 2.7701 0.209 0.157 -0.329
H 4.1729 -6.5476 -4.7190 -0.201 -0.126 -0.173
C 1.6941 4.1500 -1.4936 0.024 0.008 0.110
H 1.7987 -6.0909 -2.7528 0.184 0.113 0.078
H -9.0206 -0.7515 -1.6656 0.519 1.041 0.012
H -6.2294 -0.0689 -4.4153 0.193 0.058 0.444
H -4.0887 -0.9458 -2.8288 0.499 0.647 0.324
H 10.4282 -3.7872 2.2431 0.003 -0.380 -0.235
H 3.7513 -1.3960 7.7620 0.627 0.292 0.451
H 2.8550 -10.2765 1.7413 0.150 -0.538 -0.434
H 0.6086 4.2492 -1.4971 -0.007 0.420 -0.499
H 5.5940 -6.8125 2.9608 0.260 -0.034 -0.092
H -8.5008 -2.1486 -2.3397 0.470 -0.638 0.035
H -6.5728 0.5615 -0.6500 0.126 0.278 -0.066
H 4.1978 0.7174 9.4421 0.577 -0.534 -0.208
H -4.2114 -6.0677 6.6551 -0.052 0.666 0.294
C -1.7860 -7.1889 7.1980 -0.760 -1.796 0.121
H -1.3829 -5.0625 1.5191 -0.539 0.421 -0.165
H 1.8869 -5.3758 -4.3551 0.043 -0.110 -0.110
H 1.1690 3.7691 5.2637 0.024 -0.433 -0.045
C 3.4564 2.5667 -0.6276 -0.203 -0.211 -0.972
C 1.5289 -3.2146 1.3132 -0.066 2.182 1.784
C 4.4286 -9.0307 4.7791 0.104 -0.212 -0.613
H -0.8099 -7.2954 7.6713 -0.049 0.456 0.073
H 3.6236 1.5597 -0.2454 -0.053 -0.101 0.286
O -0.9948 -6.8174 0.4978 0.405 0.459 -1.966
H 4.1026 -4.2861 -4.0052 0.171 0.699 0.046
H 6.0682 2.7321 2.3296 -0.164 -0.232 0.363
C -1.0650 1.3853 -4.0833 -2.669 0.947 -1.551
H 1.3539 -7.4490 4.3693 -0.035 -0.356 -0.545
H -2.1059 -0.7104 -3.1678 0.216 -0.257 -0.002
H -1.6303 0.3020 0.7789 0.267 0.799 0.199
H 4.9968 3.1474 9.1825 -0.144 -0.416 0.900
C -2.6322 3.5166 4.7671 -1.343 -0.408 0.150
O -2.7812 -5.0530 8.7171 -0.334 0.516 -0.668
H -0.4046 -2.3958 5.6689 -1.248 0.673 0.274
C 7.0865 2.2079 4.1840 -1.211 -0.626 0.263
H -1.8921 -8.0528 6.5419 0.294 0.110 -0.666
H 5.3138 -7.3556 -2.9456 0.116 -0.209 0.266
H 7.2302 4.3763 4.3030 0.082 0.034 0.192
C -1.5585 -3.4561 7.3141 -0.983 -0.401 -1.280
C 0.3572 -2.4249 0.6258 2.532 -0.078 0.513
C -2.0819 -5.8879 6.5180 1.574 0.900 0.312
H -1.8795 -6.6073 2.2264 -0.416 0.292 0.189
C 10.9327 -2.5209 4.7633 -0.130 1.214 -1.298
C 7.0929 -4.4980 5.1454 0.896 0.200 0.140
H 6.2440 -4.4904 2.1536 -0.438 -0.080 0.403
H 8.5339 -6.0838 4.7749 -0.152 -0.121 -0.166
C 2.4349 -7.4498 4.5093 0.165 0.126 0.160
H -2.7353 -5.9554 -1.5232 -0.094 0.472 0.004
O 4.0160 2.6470 -1.9481 1.577 -0.201 -0.168
H 0.6143 2.0576 -6.0748 -0.313 -0.023 -0.482
H -0.4008 1.1627 -3.2482 0.490 0.542 -0.081
```
Forces are in eV/Å.

Mulliken population analysis, charges in e, atoms 1 to 4: atom 1 (C): -1.180, atom 2 (C): -1.656, atom 3 (H): 0.349, atom 4 (H): 0.304